(1)
{
  "formula": "C5H10N2",
  "method": "ωB97M-V/def2-TZVPD",
  "symbols": ["C", "C", "N", "H", "H", "H", "H", "H", "C", "C", "C", "N", "H", "H", "H", "H", "H"],
  "positions_angstrom": [[-1.65528, -1.03351, -0.22576], [-0.29314, -0.81002, 0.37890], [0.65654, -1.75221, 0.07345], [0.63647, -2.05362, -0.89493], [-0.30060, -0.55596, 1.43655], [-1.59073, -1.08894, -1.31413], [-2.07412, -1.97152, 0.14513], [-2.32976, -0.22148, 0.03742], [1.84044, 0.91106, 0.63741], [0.32184, 0.83816, -0.33703], [-0.43114, 1.95411, -0.26765], [2.65331, 0.03192, 0.54978], [1.61892, -1.45586, 0.34057], [1.78371, 1.81930, 1.23482], [0.59787, 0.49277, -1.33184], [-0.70848, 2.38763, 0.68670], [-0.72586, 2.50818, -1.14939]],
  "atomic_forces_ev_per_a": [[0.09, 0.14, 0.00], [0.81, 1.54, 0.06], [0.46, -0.22, -0.02], [-0.04, 0.04, 0.07], [-0.11, -0.15, 0.03], [-0.01, 0.00, -0.01], [0.08, 0.01, -0.01], [0.02, 0.02, -0.02], [1.06, -0.78, 0.70], [-1.07, -1.42, -0.20], [-0.05, 0.17, -0.09], [-0.71, 0.79, -0.16], [-0.47, -0.22, -0.13], [-0.10, -0.13, -0.17], [0.09, 0.16, -0.11], [-0.12, -0.03, 0.07], [0.05, 0.09, -0.02]],
  "lowdin_charge": [-0.072, -0.359, 0.054, 0.097, 0.127, 0.083, 0.082, 0.075, -0.248, -0.255, -0.016, 0.073, 0.038, 0.097, 0.099, 0.066, 0.059],
  "homo_ev": [-8.225, -7.781],
  "gap_ev": [7.76, 7.27],
  "charge": 0,
  "lumo_ev": [-0.5, -0.5]
}

***

(2)
{
  "formula": "C5H10N2",
  "method": "ωB97M-V/def2-TZVPD",
  "symbols": ["C", "C", "N", "C", "C", "H", "H", "H", "H", "H", "H", "H", "C", "N", "H", "H", "H"],
  "positions_angstrom": [[1.15377, -1.37455, -0.84237], [0.08345, -0.66176, -1.12706], [-0.32688, 0.59450, -1.58788], [-1.34332, -0.40148, -1.13765], [-2.09343, -0.18818, 0.15343], [2.14743, -0.95851, -0.98106], [1.07685, -2.37222, -0.42476], [-0.17352, 1.33446, -0.90369], [-1.92820, -0.78205, -1.97303], [-2.82569, 0.62084, 0.04668], [-1.39864, 0.05243, 0.96528], [-2.63879, -1.09619, 0.42971], [1.97542, 0.84915, 1.36736], [0.82030, 0.92194, 1.88724], [2.46983, -0.12198, 1.32211], [2.52195, 1.69929, 0.94322], [0.47947, 1.88432, 1.86247]],
  "atomic_forces_ev_per_a": [[0.05, -0.01, 0.03], [0.04, -0.07, 0.01], [0.13, 0.16, 0.01], [-0.15, -0.19, 0.03], [0.01, 0.01, 0.06], [-0.12, -0.04, -0.03], [-0.07, 0.08, -0.16], [0.00, -0.11, -0.05], [0.04, 0.05, 0.10], [0.10, -0.11, 0.01], [-0.12, -0.02, -0.12], [0.08, 0.10, -0.03], [-0.26, -0.06, 0.17], [0.40, 0.14, -0.17], [-0.05, 0.12, 0.04], [-0.07, -0.06, 0.07], [0.01, 0.01, 0.03]],
  "lowdin_charge": [0.028, -0.353, 0.090, -0.285, -0.059, 0.053, 0.058, 0.093, 0.129, 0.076, 0.052, 0.077, -0.147, 0.023, 0.052, 0.070, 0.041],
  "smiles": "C=C1N[C@@H]1C.C=N",
  "homo_ev": -8.845,
  "gap_ev": 9.90,
  "charge": 0,
  "lumo_ev": 1.1
}

***

(3)
{
  "formula": "C5H10N2",
  "method": "ωB97M-V/def2-TZVPD",
  "symbols": ["C", "C", "C", "C", "C", "N", "N", "H", "H", "H", "H", "H", "H", "H", "H", "H", "H"],
  "positions_angstrom": [[-2.24036, 1.10381, 0.16763], [-1.07759, 0.33290, -0.40779], [-1.12255, -1.16478, -0.47180], [-0.17862, -0.46256, 0.48861], [1.29629, -0.48308, 0.37200], [1.99218, 0.42067, -0.18544], [3.33432, 0.38756, -0.08589], [-1.88972, 1.88377, 0.84377], [-2.90586, 0.43814, 0.71698], [-2.81465, 1.57702, -0.62577], [-0.58030, 0.83632, -1.22544], [-1.96444, -1.67557, -0.02985], [-0.70696, -1.65620, -1.33782], [-0.47597, -0.54297, 1.53111], [1.78455, -1.32186, 0.89374], [3.78827, 0.80984, -0.88153], [3.76141, -0.48300, 0.23748]],
  "atomic_forces_ev_per_a": [[0.15, -0.06, 0.06], [-0.04, 0.05, 0.17], [0.37, 0.02, -0.09], [-0.18, 0.10, -0.01], [0.35, -0.20, 0.13], [-1.09, 0.01, -0.21], [0.83, -0.18, 0.22], [-0.05, 0.06, 0.02], [-0.04, 0.04, 0.10], [-0.11, 0.01, -0.04], [0.16, -0.10, -0.05], [-0.14, 0.02, 0.02], [0.12, -0.03, -0.07], [-0.17, 0.08, -0.04], [0.08, 0.11, -0.06], [-0.06, -0.10, 0.12], [-0.18, 0.16, -0.25]],
  "lowdin_charge": [-0.069, -0.315, -0.078, -0.253, -0.163, -0.057, -0.022, 0.076, 0.075, 0.071, 0.129, 0.096, 0.098, 0.135, 0.116, 0.078, 0.084],
  "smiles": "C[C@@H]1C[C@H]1/C=N/N",
  "homo_ev": -8.521,
  "gap_ev": 9.73,
  "charge": 0,
  "lumo_ev": 1.2
}

***

Let's list relative energy (zero: lowest compared OMol25 entry of this formula, charge and spin) in order: 405.4; 276.1; 181.6 kJ/mol.